9
Properties=species:S:1:pos:R:3:forces:R:3:nbo_charge:R:1 method="wB97M-V/def2-TZVPD" total_energy_ev=-9193.8518 total_charge=-1 e_homo_ev=-2.764 homo_lumo_gap_ev=7.1387
C -0.9918 0.4812 0.1486 -0.318 -0.328 -0.832 0.30
C 0.4900 0.7265 0.2549 0.401 -2.384 -4.854 -0.16
N -2.0282 1.0397 0.1075 -0.704 1.127 0.178 -0.65
N 0.3430 -1.5958 -0.0981 -1.422 0.342 -1.136 -0.07
O -1.0137 -1.1988 0.0117 1.773 -0.532 0.237 -0.56
O 1.1098 -0.5153 0.5156 0.503 0.121 0.245 -0.45
H 0.4857 -1.5484 -1.1629 0.366 0.511 1.565 0.27
H 1.0110 1.1778 -0.7404 -1.492 -0.816 1.724 0.13
H 0.5941 1.4331 0.9631 0.893 1.960 2.873 0.19

9
Properties=species:S:1:pos:R:3:forces:R:3:nbo_charge:R:1 method="wB97M-V/def2-TZVPD" total_energy_ev=-9194.4282 total_charge=-1 e_homo_ev="-2.824 / -2.825" homo_lumo_gap_ev="6.7110 / 6.7120"
C -1.9145 -0.0005 0.0780 -0.050 -1.059 -1.455 0.38
C 1.3817 0.7149 -0.0496 -0.528 1.695 -2.784 0.13
N -2.6141 0.3194 -0.7970 -1.002 1.068 -0.731 -0.61
N -1.1112 -0.5174 0.9161 0.728 -1.031 2.476 -0.43
O -0.3582 -1.6125 0.3079 0.259 0.869 -0.416 -0.61
O 0.6344 1.0260 0.8540 2.089 -0.655 -0.118 -0.44
H 1.2329 1.2124 -1.0810 -0.247 -0.252 0.939 0.07
H 0.4897 -1.1704 0.0425 -0.671 -0.494 0.173 0.41
H 2.2593 0.0282 -0.2709 -0.579 -0.141 1.917 0.11

9
Properties=species:S:1:pos:R:3:forces:R:3:nbo_charge:R:1 method="wB97M-V/def2-TZVPD" total_energy_ev=-9189.4698 total_charge=+1 e_homo_ev=-16.307 homo_lumo_gap_ev=11.6653
C -1.8531 0.5314 -0.8658 0.515 -0.801 0.348 0.92
C 1.0481 -0.1693 1.5801 0.415 -0.367 -0.243 0.97
N 1.2707 -0.5910 0.4356 0.645 -0.805 -2.311 -0.85
N -0.7296 0.3008 -1.2735 2.070 -0.432 -0.549 -0.87
O 0.8157 0.1885 2.6122 -0.478 0.738 1.770 -0.28
O -2.7913 0.5333 -0.2385 -2.065 0.637 0.632 -0.37
H 2.2959 -0.8960 0.2267 -2.491 0.586 0.074 0.51
H 0.3115 -0.4650 -0.2976 1.599 0.331 0.303 0.50
H -0.3679 0.5673 -2.1791 -0.211 0.113 -0.023 0.46

10
Properties=species:S:1:pos:R:3:forces:R:3:nbo_charge:R:1 method="wB97M-V/def2-TZVPD" total_energy_ev=-18485.3403 e_homo_ev=-9.844 smiles="O=C=NC(=O)NP" homo_lumo_gap_ev=10.2265
O -4.9665 1.7229 -0.3111 -2.082 0.454 -0.193 -0.44
C -3.9465 1.2238 -0.3020 2.759 -0.309 0.314 0.95
N -2.7582 0.9481 -0.2313 1.195 1.547 0.273 -0.63
C -2.1342 -0.2719 -0.2148 -1.892 -3.414 -1.250 0.77
O -2.8929 -1.2337 -0.4558 0.973 0.612 0.573 -0.64
N -0.8195 -0.6165 0.0514 0.262 -1.043 0.486 -0.90
P 0.9423 -0.1953 0.0871 -2.581 1.434 2.635 0.56
H -0.9127 -1.6437 0.2880 0.066 1.731 -0.731 0.42
H 0.9502 -1.0222 1.2931 0.818 0.741 -0.650 -0.03
H 1.4159 -1.1890 -0.6559 0.482 -1.754 -1.456 -0.06

10
Properties=species:S:1:pos:R:3:forces:R:3:nbo_charge:R:1 method="wB97M-V/def2-TZVPD" total_energy_ev=-18482.5007 e_homo_ev="-10.621 / -9.131" homo_lumo_gap_ev="8.8794 / 6.7060"
C -4.0222 0.9193 0.4965 0.936 -1.654 -0.116 0.32
C 0.0773 -0.2944 -0.2130 0.809 -2.332 -1.946 -1.03
N -5.0879 1.3189 0.3183 -1.114 0.630 0.246 -0.25
N -2.7718 0.5234 0.3320 2.183 -0.647 0.083 -0.09
O -2.4248 -0.7395 0.8019 -1.846 0.744 -0.164 -0.59
O -0.7669 -2.7779 0.9862 -0.162 -0.338 -0.521 -0.97
P -0.8744 -1.3212 0.9961 0.482 2.188 0.422 1.80
H 1.1890 -0.6946 -0.2662 -2.375 0.981 0.202 0.27
H -0.4632 -0.5826 -1.1980 1.024 0.411 1.290 0.26
H -0.0210 0.7804 -0.1324 0.064 0.017 0.505 0.27

10
Properties=species:S:1:pos:R:3:forces:R:3:nbo_charge:R:1 method="wB97M-V/def2-TZVPD" total_energy_ev=-20018.9574 total_charge=+1 e_homo_ev=-14.509 homo_lumo_gap_ev=8.8957
C 1.4174 -0.8864 -0.4022 -3.347 0.543 -1.829 -0.25
C 0.1828 -1.2454 -0.7276 1.945 2.159 -0.024 0.34
N -0.6676 2.2151 0.5147 -1.897 1.303 -0.083 -0.35
N -0.2574 1.0987 0.6785 2.915 -0.969 -0.742 0.33
O 0.2136 0.3248 1.4748 -1.467 0.658 0.085 -0.30
O -0.8123 -2.0086 -0.6338 -2.763 -1.730 -0.094 -0.61
S 0.4475 0.4677 -1.2414 0.043 -1.509 1.533 0.55
H 2.4039 -0.7733 -0.0531 0.825 -0.520 0.427 0.31
H -1.1198 2.6924 1.3131 0.618 -0.394 0.298 0.39
H -1.8081 -1.8851 -0.9231 3.127 0.460 0.429 0.59

8
Properties=species:S:1:pos:R:3:forces:R:3:lowdin_spin:R:1 method="wB97M-V/def2-TZVPD" total_energy_ev=-14383.7006 multiplicity=3 e_homo_ev="-7.530 / -9.805" homo_lumo_gap_ev="7.8603 / 7.6568"
C 0.3789 0.3266 -0.9875 0.424 -1.908 4.484 0.45
C 0.5946 0.4361 -2.2669 0.085 0.835 -2.178 0.88
N -0.0020 0.9756 0.1810 -1.349 0.074 -0.002 0.26
N -0.4436 -0.1152 1.1311 0.341 0.902 -0.804 0.09
P 0.5624 -1.2046 0.2683 1.793 -1.144 -1.044 0.25
H -0.7046 1.6859 -0.0092 -0.039 0.479 0.686 0.02
H -0.0334 -0.1419 2.0843 -0.255 1.466 -0.666 0.01
H -0.3523 -1.9626 -0.4012 -0.999 -0.704 -0.478 0.03

8
Properties=species:S:1:pos:R:3:forces:R:3:nbo_charge:R:1 method="wB97M-V/def2-TZVPD" total_energy_ev=-6587.7337 e_homo_ev="-9.498 / -8.582" homo_lumo_gap_ev="8.2870 / 6.7698"
N -0.9743 0.8877 -0.6910 0.612 -1.135 -0.535 -0.66
C -0.3044 -0.1808 -0.4341 -4.259 0.781 -3.444 0.48
C 0.9002 0.4351 0.8991 -0.077 3.105 2.863 -0.06
N 0.2284 1.2830 1.3997 2.295 -1.752 0.512 -0.13
N -0.2186 -1.3214 -0.9247 1.375 -0.364 0.318 -0.64
H -1.9756 0.8413 -0.5233 0.145 -0.108 0.207 0.38
H 0.4195 -2.0484 -0.6381 0.029 0.058 0.560 0.37
H 1.9248 0.1035 0.9123 -0.120 -0.584 -0.482 0.27